ORCA calculation (ωB97M-V/def2-TZVPD) on a structure of composition C29H46NdP2Te at a distorted geometry.

The geometry in XYZ format:
```
79
Properties=species:S:1:pos:R:3:forces:R:3:lowdin_spin:R:1
Nd 1.830 0.287 -0.829 -0.69 0.12 1.39 3.092
Te 4.618 1.323 -0.104 0.32 0.19 -0.30 -0.018
P 1.012 -0.457 -3.290 -1.15 0.71 1.31 -0.013
P 0.194 1.326 -5.455 -1.36 -0.60 -1.14 0.000
C 3.041 3.055 4.221 0.00 -0.01 -0.20 -0.001
C 1.781 -1.392 1.182 -0.80 0.02 -0.36 -0.004
C -1.619 0.087 0.652 -0.42 0.26 0.17 0.000
C 2.842 -1.081 -2.881 0.94 -0.28 -1.28 -0.007
C -3.688 1.210 -3.652 -0.10 -0.14 -0.53 0.000
C 0.181 0.428 -7.037 0.28 0.30 -0.42 0.000
C 0.218 3.073 -5.843 0.28 0.53 -0.23 0.000
C -0.303 -0.606 0.555 0.68 -0.79 0.05 -0.008
C 0.029 -1.710 -0.296 0.48 0.38 0.69 -0.006
C -1.364 0.763 -4.653 -0.17 0.12 1.01 -0.001
C -1.325 2.938 -2.474 0.54 0.67 0.39 0.000
C -0.887 -2.443 -1.209 -0.29 -0.36 -0.36 -0.001
C -0.582 1.603 -2.284 -0.59 -0.04 -0.26 0.000
C 0.575 -1.857 -4.378 0.20 -0.64 0.14 -0.001
C -3.733 2.114 -2.459 0.28 0.23 0.50 0.000
C -2.756 2.912 -2.012 -0.66 0.10 0.06 0.000
C 3.062 -1.613 1.904 0.67 -0.03 0.29 0.001
C 0.811 0.580 2.575 0.02 0.43 0.33 -0.001
C 1.612 0.814 -4.502 0.44 0.41 0.07 0.002
C 1.992 -3.416 -0.420 0.25 -0.37 -0.16 -0.001
C 3.838 1.905 4.187 0.11 0.12 -0.32 0.000
C 3.200 3.261 1.805 0.18 -0.53 0.49 -0.001
C -0.929 0.459 -3.240 1.38 -0.80 0.02 -0.010
C 3.985 2.090 1.773 -0.20 0.22 0.23 0.000
C 0.770 -0.422 1.479 0.15 -0.79 -0.70 -0.008
C 4.343 1.436 2.970 -0.45 0.41 -0.38 -0.001
C -2.675 1.570 -4.772 -0.27 0.09 -0.86 -0.001
C 1.324 -2.185 0.087 -0.50 0.66 0.35 -0.009
C 2.732 3.738 3.038 0.18 -0.08 -0.10 0.000
H 0.682 3.183 -6.834 -0.10 0.12 0.31 0.000
H 3.914 -1.165 1.366 -0.22 -0.21 0.28 0.000
H -0.500 -1.895 -4.596 0.34 0.06 0.11 0.000
H 1.143 -1.808 -5.319 -0.12 -0.14 0.32 0.000
H 4.995 0.562 2.914 -0.23 0.22 0.16 0.000
H 2.975 3.767 0.862 0.02 -0.04 0.40 0.000
H -2.113 -0.172 1.601 0.07 0.08 -0.24 0.000
H -0.801 3.678 -1.839 -0.20 -0.18 -0.35 0.000
H 4.080 1.373 5.108 -0.04 0.20 -0.19 0.000
H 0.850 -2.789 -3.863 -0.03 0.21 -0.30 0.000
H -1.540 -0.324 -2.770 0.16 0.44 -0.15 0.000
H 0.503 1.880 -2.325 -0.11 -0.13 -0.34 0.000
H 3.494 -0.427 -2.243 0.11 -0.61 -0.62 0.000
H 3.034 -1.160 2.901 0.01 -0.13 -0.17 0.000
H -0.390 -2.670 -2.161 -0.33 -0.07 0.24 0.000
H 2.771 -3.199 -1.164 -0.10 -0.31 0.30 0.000
H 1.212 0.136 3.497 -0.13 0.16 -0.22 0.000
H 2.133 4.653 3.074 0.20 -0.33 0.02 0.000
H 1.270 -4.102 -0.884 0.18 0.16 0.12 0.000
H -0.190 0.979 2.784 0.23 -0.14 0.01 0.000
H -3.555 0.161 -3.337 -0.01 0.27 -0.13 0.000
H -4.690 1.234 -4.102 0.21 0.04 0.07 0.000
H -2.987 3.638 -1.217 0.03 -0.62 -0.20 0.000
H -1.205 -3.403 -0.766 0.12 0.29 -0.11 0.000
H 1.457 1.437 2.331 -0.11 -0.12 0.18 0.000
H -0.854 0.336 -7.403 0.36 0.12 0.16 0.000
H 2.380 0.352 -5.149 -0.42 0.35 0.15 0.000
H -3.142 1.288 -5.730 0.08 0.19 0.22 0.000
H -2.301 -0.191 -0.159 0.13 0.07 0.10 0.000
H -2.500 2.654 -4.844 -0.26 -0.35 0.24 0.000
H 2.491 -3.950 0.401 -0.17 0.08 -0.22 0.000
H 0.765 1.014 -7.760 -0.13 -0.32 0.04 0.000
H 2.808 -2.096 -2.477 0.24 0.28 -0.11 0.001
H -1.576 -0.200 -5.150 0.31 0.27 0.17 0.000
H -4.685 2.083 -1.911 0.36 0.29 -0.29 0.000
H 0.618 -0.577 -6.962 -0.18 0.38 0.11 0.000
H 3.281 -2.685 2.012 -0.13 0.26 0.04 0.000
H -0.792 3.500 -5.877 0.28 -0.18 0.01 0.000
H -1.801 -1.877 -1.422 0.18 -0.12 0.02 0.000
H -0.760 1.249 -1.250 0.02 0.19 -0.41 0.000
H -1.511 1.180 0.636 -0.16 -0.16 0.09 0.000
H 2.064 1.695 -4.005 -0.17 -0.47 -0.22 0.000
H 2.670 3.431 5.175 0.08 -0.12 -0.26 0.000
H 0.827 3.619 -5.111 -0.23 -0.08 -0.16 0.000
H 3.337 -1.096 -3.864 0.23 -0.22 0.50 -0.001
H -1.202 3.312 -3.508 -0.05 -0.20 0.45 0.000
```
Forces are in eV/Å.

Values from the calculation:
F_max ... 1.9 eV/A
Energy above the lowest of the compared OMol25 structures with the same formula, charge and spin ... 12.7 kcal/mol
Net charge ... +1
LUMO (alpha / beta) ... -2.54 / -2.51 eV
Kohn-Sham gap (alpha / beta) ... 6.6090 / 6.6360 eV
<S²> ... 3.7629
Spin multiplicity ... 4